(1)
The following is a quantum chemistry calculation of CH2N5OP in the gas phase at a distorted geometry, from the OMol25 dataset.

The calculation puts the HOMO energy (spin up / spin down) at -0.243 / -0.374 Eh. The molar mass comes out at 131.04 g/mol. As for the total charge: 0. As for the spin multiplicity: 3. Its LUMO energy (spin up / spin down) is 0.243 / -2.571 eV. Its expectation value of S² is 2.025. The calculation puts the HOMO-LUMO gap (spin up / spin down) at 6.86 / 7.60 eV.

Last column: Löwdin charge in e.
Geometry (Å):
C (-0.057, 0.881, 1.147)  -0.084
N (-1.268, 0.349, 1.258)  0.018
N (-1.456, -0.481, 0.320)  0.017
N (-0.354, -0.518, -0.457)  -0.280
N (0.564, 0.358, 0.061)  -0.244
N (1.711, 0.523, -0.455)  0.182
O (-1.451, -2.402, -1.794)  -0.527
P (-0.334, -1.506, -1.945)  0.727
H (0.373, 1.614, 1.794)  0.117
H (2.271, 1.181, 0.073)  0.073

=====

(2)
The following is a quantum chemistry calculation of 2 unconnected molecules or ions with the total composition C5H5BrN2O at a distorted geometry, from the OMol25 dataset.

The calculation puts the HOMO energy at -0.309 Eh. The molar mass comes out at 189.01 g/mol. As for the total charge: 0. Its LUMO energy is 0.225 eV. The calculation puts the HOMO-LUMO gap at 8.63 eV.

Last column: Löwdin charge in e.
Geometry (Å):
C (-0.533, 1.544, 0.577)  -0.168
C (0.522, 0.661, -0.114)  -0.559
C (-1.672, 0.912, 0.312)  -0.122
C (-0.142, -0.368, -0.920)  -0.452
C (2.235, -1.882, 1.267)  0.008
N (-1.505, -0.161, -0.572)  0.084
N (0.187, -1.410, -1.559)  0.151
O (2.101, -2.682, 2.018)  0.087
Br (1.652, 2.111, -1.042)  0.599
H (-0.095, 2.345, 1.120)  0.073
H (1.058, 0.038, 0.696)  0.072
H (-2.699, 1.216, 0.601)  0.129
H (-2.245, -0.682, -0.796)  0.084
H (1.136, -1.641, -1.587)  0.016

=====

(3)
The following is a quantum chemistry calculation of 3 unconnected molecules or ions with the total composition C3H12O2S2, from the OMol25 dataset.

The calculation puts the HOMO energy at -0.309 Eh. The molar mass comes out at 144.26 g/mol. The SMILES is CCSSC.O.O. As for the total charge: 0. Its LUMO energy is 0.191 eV. The calculation puts the HOMO-LUMO gap at 8.60 eV.

Last column: Löwdin charge in e.
Geometry (Å):
C (0.799, 1.248, -0.903)  -0.146
C (1.887, 0.651, 0.003)  -0.586
S (1.871, 1.200, 1.735)  0.461
S (0.317, 0.268, 2.703)  0.403
C (-1.186, 0.943, 1.912)  -0.457
H (1.288, 1.851, -1.668)  0.070
H (0.093, 1.927, -0.409)  0.053
H (0.195, 0.441, -1.332)  0.045
H (1.907, -0.432, -0.043)  0.056
H (2.866, 0.952, -0.341)  0.052
H (-1.344, 0.417, 0.982)  0.005
H (-1.993, 0.857, 2.639)  0.028
H (-0.997, 1.987, 1.688)  0.021
O (-1.294, -1.074, -2.533)  -0.075
H (-1.383, -1.973, -2.870)  0.032
H (-1.209, -1.238, -1.580)  -0.012
O (-0.342, -2.386, -0.116)  -0.058
H (-0.950, -2.389, 0.640)  0.056
H (-0.523, -3.250, -0.506)  0.054

=====

(4)
The following is a quantum chemistry calculation of C15H23NO4S in the gas phase at a distorted geometry, from the OMol25 dataset.

The calculation puts the HOMO energy at -0.302 Eh. The molar mass comes out at 313.42 g/mol. The SMILES is CCOc1ccc(C(C)C)cc1S(=O)(=O)N1CCOCC1. As for the total charge: 0. Its LUMO energy is 0.443 eV. The calculation puts the HOMO-LUMO gap at 8.66 eV.

Last column: Löwdin charge in e.
Geometry (Å):
C (-1.009, 2.848, -2.622)  -0.045
C (-0.843, 3.200, -1.227)  -0.437
O (-0.256, 2.243, -0.693)  -0.049
C (-0.916, 1.323, -0.028)  -0.158
C (-2.272, 1.334, -0.099)  0.051
C (-2.988, -0.028, 0.303)  0.097
C (-2.305, -1.015, 1.017)  -0.249
C (-3.155, -2.057, 1.752)  -0.350
C (-2.599, -3.562, 1.130)  0.012
C (-2.981, -2.047, 3.186)  -0.125
C (-1.029, -0.840, 1.222)  -0.105
C (-0.146, 0.071, 0.782)  -0.115
S (1.616, 0.197, 0.834)  0.762
O (1.720, 1.614, 1.363)  -0.319
O (1.917, -0.982, 1.625)  -0.286
N (1.973, 0.246, -0.824)  -0.171
C (2.842, 1.544, -1.069)  -0.119
C (4.296, 1.160, -1.105)  -0.138
O (4.580, 0.062, -0.109)  -0.169
C (3.963, -1.222, -0.712)  -0.143
C (2.562, -1.028, -1.062)  -0.275
H (0.127, 2.571, -2.975)  0.139
H (-1.636, 2.100, -2.773)  0.010
H (-1.352, 3.808, -3.334)  0.149
H (-0.046, 3.890, -1.180)  0.131
H (-1.675, 3.626, -0.815)  0.108
H (-2.963, 1.995, -0.559)  0.092
H (-3.907, -0.011, 0.382)  0.009
H (-4.138, -2.016, 1.474)  0.090
H (-2.718, -3.480, -0.093)  0.140
H (-1.597, -3.647, 1.419)  0.041
H (-3.259, -4.171, 1.430)  -0.036
H (-3.518, -3.071, 3.791)  0.155
H (-1.985, -2.348, 3.386)  0.032
H (-3.301, -1.039, 3.863)  0.148
H (-0.329, -1.484, 1.826)  0.142
H (2.475, 2.374, -0.448)  0.114
H (2.481, 1.579, -2.080)  0.103
H (4.545, 0.605, -2.116)  0.157
H (4.798, 2.048, -0.892)  0.098
H (4.721, -1.628, -1.253)  0.082
H (3.844, -1.855, 0.307)  0.163
H (1.931, -1.675, -0.646)  0.057
H (2.535, -1.230, -2.379)  0.207

=====

(5)
The following is a quantum chemistry calculation of a molecular structure, C25H44O2P2Sm at a distorted geometry, from the OMol25 dataset.

The calculation puts the HOMO energy (spin up / spin down) at -0.329 / -0.328 Eh. The molar mass comes out at 588.93 g/mol. As for the total charge: +1. As for the spin multiplicity: 6. Its LUMO energy (spin up / spin down) is -2.261 / -2.259 eV. Its expectation value of S² is 8.787. The calculation puts the HOMO-LUMO gap (spin up / spin down) at 6.70 / 6.67 eV.

Last column: Löwdin charge in e.
Geometry (Å):
Sm (1.851, -0.429, -1.078)  1.639
C (-0.539, -0.785, 0.503)  -0.268
C (-0.296, -1.961, -0.285)  -0.305
C (1.415, -1.756, 1.254)  -0.318
C (0.508, -0.674, 1.464)  -0.276
C (0.917, -2.558, 0.181)  -0.356
C (-1.743, 0.091, 0.523)  -0.047
H (-2.466, -0.173, -0.260)  0.072
H (-1.471, 1.150, 0.388)  0.083
H (-2.269, 0.040, 1.492)  0.098
C (0.547, 0.253, 2.617)  -0.010
H (-0.433, 0.714, 2.773)  0.083
H (1.280, 1.059, 2.478)  0.066
H (0.812, -0.289, 3.535)  0.094
C (2.635, -2.005, 2.060)  -0.034
H (2.407, -1.988, 3.136)  0.090
H (3.401, -1.235, 1.879)  0.073
H (3.079, -2.980, 1.824)  0.080
C (1.536, -3.823, -0.310)  -0.040
H (1.928, -4.407, 0.532)  0.087
H (2.385, -3.646, -0.991)  0.073
H (0.802, -4.441, -0.842)  0.081
C (-1.197, -2.566, -1.303)  -0.051
H (-1.363, -3.635, -1.096)  0.090
H (-0.770, -2.519, -2.318)  0.054
H (-2.180, -2.081, -1.328)  0.079
C (-1.962, 3.268, -2.025)  -0.087
C (-3.159, 2.697, -2.199)  -0.091
C (-3.396, 1.515, -3.099)  -0.168
C (-2.730, 1.558, -4.494)  -0.168
C (-1.466, 0.669, -4.683)  -0.390
C (-0.740, 0.269, -3.427)  -0.404
C (-0.395, 1.328, -2.386)  -0.263
C (-0.717, 2.793, -2.720)  -0.168
H (-4.482, 1.438, -3.274)  0.117
H (-2.531, 2.596, -4.788)  0.093
H (-3.131, 0.570, -2.596)  0.109
H (-0.759, 2.953, -3.805)  0.061
H (-1.816, 4.100, -1.330)  0.111
H (-4.045, 3.070, -1.684)  0.108
H (0.136, 3.403, -2.383)  0.121
H (-0.920, 1.064, -1.455)  0.077
H (-1.180, -0.621, -2.954)  0.070
H (0.698, 1.368, -2.114)  0.025
H (-3.478, 1.184, -5.216)  0.116
H (-1.827, -0.252, -5.181)  0.126
P (-0.077, 1.255, -5.714)  0.915
C (-0.060, 2.994, -6.136)  -0.165
C (-0.304, 0.335, -7.255)  -0.163
P (1.295, -0.435, -3.724)  0.672
C (1.518, 0.839, -5.041)  -0.391
C (1.168, -1.984, -4.680)  -0.226
C (3.185, -0.361, -3.259)  -0.355
H (0.834, 3.476, -5.714)  0.073
H (-0.966, 3.525, -5.830)  0.060
H (0.011, 3.037, -7.232)  0.065
H (0.209, 0.907, -8.040)  0.063
H (-1.379, 0.304, -7.495)  0.076
H (0.105, -0.683, -7.186)  0.059
H (3.674, -0.201, -4.225)  0.045
H (3.574, -1.311, -2.842)  0.040
H (3.486, 0.517, -2.631)  0.038
H (2.002, 1.743, -4.628)  0.087
H (2.149, 0.447, -5.857)  0.086
H (1.785, -2.761, -4.201)  0.054
H (1.523, -1.856, -5.715)  0.042
H (0.128, -2.337, -4.695)  0.053
C (3.341, 2.506, 1.398)  0.018
C (2.870, 1.539, 0.369)  -0.653
O (1.781, 1.733, -0.293)  -0.155
O (3.548, 0.457, 0.175)  -0.161
H (4.396, 2.735, 1.215)  0.101
H (3.271, 2.035, 2.386)  0.097
H (2.743, 3.421, 1.356)  0.097

=====

(6)
The following is a quantum chemistry calculation of 3 unconnected molecules or ions with the total composition C5H17NO2S at a distorted geometry, from the OMol25 dataset.

The calculation puts the HOMO energy at -0.327 Eh. The molar mass comes out at 155.26 g/mol. The SMILES is CCCNCCS.O.O. As for the total charge: 0. Its LUMO energy is 0.590 eV. The calculation puts the HOMO-LUMO gap at 9.50 eV.

Last column: Löwdin charge in e.
Geometry (Å):
C (-2.322, 0.304, 0.567)  -0.137
C (-1.085, 0.415, 1.469)  -0.185
C (-0.325, 1.696, 0.932)  -0.247
N (1.028, 1.907, 1.295)  -0.062
C (2.182, 1.247, 0.576)  -0.249
C (2.296, -0.230, 0.355)  -0.570
S (1.295, -1.191, -0.824)  0.756
H (-3.153, 0.933, 0.749)  0.074
H (-2.310, 0.481, -0.457)  -0.011
H (-2.743, -0.687, 0.711)  0.078
H (-1.494, 0.568, 2.588)  0.151
H (-0.504, -0.481, 1.488)  0.058
H (-0.769, 2.613, 1.307)  0.115
H (-0.550, 1.806, -0.095)  0.079
H (1.151, 1.647, 2.197)  0.056
H (3.044, 1.579, 1.156)  0.111
H (2.151, 1.753, -0.424)  0.125
H (3.371, -0.607, 0.202)  0.093
H (2.230, -0.929, 1.231)  0.066
H (0.136, -1.092, -0.218)  -0.219
O (-1.784, -2.942, -0.839)  0.023
H (-1.123, -2.465, -0.471)  -0.084
H (-2.357, -2.313, -1.197)  0.003
O (-1.456, 0.570, -2.219)  -0.118
H (-1.840, -0.187, -1.680)  0.031
H (-1.701, 1.476, -1.900)  0.063

=====

Per-record calculated total energy, eV: -19850.7449; -80334.2041; -29071.0583; -36431.1005; -67208.7331; -21878.0976